Record 1
{
  "formula": "C15H15FN2O4S2",
  "method": "ωB97M-V/def2-TZVPD",
  "elements": ["S", "S", "F", "O", "O", "O", "O", "N", "N", "C", "C", "C", "C", "C", "C", "C", "C", "C", "C", "C", "C", "C", "C", "C", "H", "H", "H", "H", "H", "H", "H", "H", "H", "H", "H", "H", "H", "H", "H"],
  "positions_angstrom": [[4.58328, -0.42038, -0.70496], [0.57723, 2.07483, 1.47985], [-4.08458, 4.29079, 1.83749], [6.46246, 0.15218, 1.02301], [-1.74779, -0.40362, -1.54988], [2.80292, 1.32220, 1.36651], [-2.25815, -2.55160, -1.12001], [-0.85679, -0.02585, 1.01138], [1.42642, -0.43803, 0.95515], [-1.17591, 2.21192, 1.46736], [-4.25565, -2.19310, -2.47637], [6.16109, 0.19204, -0.13504], [-2.82734, -2.71380, -2.42681], [2.64862, 0.13740, 1.10151], [-1.78307, 0.98166, 1.18926], [0.42336, 0.37416, 1.10496], [6.98469, 0.73160, -1.25837], [-3.31157, 3.20825, 1.62523], [-3.93250, 1.99593, 1.35106], [-1.19495, -1.36004, 0.59852], [3.79441, -0.81283, 0.88567], [-1.76241, -1.35603, -0.82207], [-1.93863, 3.34523, 1.69034], [-3.16612, 0.86809, 1.13115], [-2.78951, -3.78788, -2.61555], [-4.67856, -2.39018, -3.45689], [6.76168, 0.20932, -2.18434], [3.44533, -1.84182, 0.85279], [6.73340, 1.78416, -1.38664], [4.57689, -0.66449, 1.63499], [8.04163, 0.65529, -1.01403], [-5.00881, 1.95239, 1.31152], [-2.20301, -2.18243, -3.15138], [-4.86434, -2.68711, -1.72272], [-4.26847, -1.12034, -2.29906], [-1.91835, -1.81134, 1.28293], [-1.48410, 4.29814, 1.90380], [-0.27353, -1.94928, 0.60743], [-3.63926, -0.07544, 0.91221]],
  "forces_ev_per_a": [[-0.1696, -0.1386, -0.0166], [-0.6271, 0.2311, 0.0278], [-0.0001, 0.0198, -0.0020], [0.5188, 0.2227, 0.1651], [0.0014, 0.0242, -0.1167], [0.6144, -0.0236, 0.0226], [-0.0127, -0.2876, 0.2724], [0.0979, -0.3108, -0.1153], [-0.3677, -0.5811, -0.1931], [-0.0855, -0.5014, -0.1129], [0.3666, -0.0526, 0.1755], [-0.6266, -0.3159, 0.1108], [-0.2285, 0.1142, -0.4624], [0.0753, -0.1333, 0.0605], [-0.4245, 0.7715, 0.2198], [0.4989, 0.5311, 0.2361], [0.2697, 0.1441, 0.0201], [0.0950, -0.1867, -0.0260], [0.0321, 0.2673, 0.0647], [-0.1165, -0.1447, -0.2405], [0.3668, 0.1781, -0.2904], [0.2008, 0.1735, 0.3067], [-0.1926, -0.0784, -0.0283], [0.2879, -0.0359, 0.0002], [0.0461, 0.1381, 0.0173], [-0.0787, -0.0176, -0.1108], [0.0253, -0.0123, -0.0934], [0.0370, 0.0690, 0.0622], [-0.0232, 0.0483, -0.0186], [-0.1208, -0.0542, -0.0247], [0.0118, -0.0318, 0.0001], [-0.1088, 0.0164, 0.0010], [-0.0459, -0.1541, 0.0994], [-0.0865, -0.0520, 0.0293], [-0.0355, 0.0665, -0.0188], [0.0821, 0.0173, -0.0542], [0.0027, 0.1702, 0.0378], [-0.1902, 0.0277, 0.0303], [-0.0896, -0.1184, -0.0349]],
  "smiles": "CCOC(=O)Cn1/c(=N/C(=O)CSC(C)=O)sc2cc(F)ccc21",
  "max_force_ev_per_a": 0.91,
  "orbital_gap_ev": 8.96,
  "lumo_ev": 0.46,
  "e_tot_ha": -1887.36560
}

Record 2
{
  "formula": "C2H9NO4",
  "method": "ωB97M-V/def2-TZVPD",
  "elements": ["O", "O", "O", "O", "N", "C", "C", "H", "H", "H", "H", "H", "H", "H", "H", "H"],
  "positions_angstrom": [[-1.96364, -0.26829, -0.79416], [2.96150, 0.39430, -0.79792], [-1.28209, -2.40702, 0.94663], [0.84060, -0.29478, 1.24515], [-0.04838, 1.06127, -0.48537], [-1.11408, 0.56772, -1.20957], [0.03167, 0.80130, 0.92553], [0.28934, 1.89999, -0.83683], [-1.03083, 0.48862, 1.27549], [-1.59136, -1.75030, 0.34519], [0.44733, 1.77068, 1.44987], [0.43309, -1.16694, 1.00806], [-1.36818, 1.23359, -2.11105], [3.42913, -0.06076, -1.55988], [2.01461, 0.22345, -0.92661], [-2.04872, -2.49282, 1.52548]],
  "forces_ev_per_a": [[2.8258, 1.7476, -1.2819], [0.7140, -0.7114, -1.5713], [0.1309, -0.8026, 0.9923], [0.5317, -0.3664, -0.2390], [-1.8577, -2.0122, -0.6100], [-2.8265, 0.3732, 1.1504], [-1.0768, -0.3206, 2.0335], [0.9690, 1.6098, -0.6290], [1.4823, 1.2311, -0.4523], [-0.3610, 1.1004, -1.3082], [-0.8343, -2.1445, -0.9223], [-0.0879, 1.1484, 0.4227], [0.6733, -1.3001, 0.6649], [-0.9708, 0.8423, 1.4068], [0.4155, -0.1417, 0.1296], [0.2727, -0.2532, 0.2137]],
  "smiles": "O=CNCO.O.O",
  "max_force_ev_per_a": 3.56,
  "orbital_gap_ev": 11.12,
  "lumo_ev": 0.56,
  "e_tot_ha": -437.30329
}

Record 3
{
  "formula": "C32H35MoN4O2Si2",
  "method": "ωB97M-V/def2-TZVPD",
  "elements": ["Mo", "Si", "Si", "O", "O", "N", "N", "N", "N", "C", "C", "C", "C", "C", "C", "C", "C", "C", "C", "C", "C", "C", "C", "C", "C", "C", "C", "C", "C", "C", "C", "C", "C", "C", "C", "C", "C", "C", "C", "C", "C", "H", "H", "H", "H", "H", "H", "H", "H", "H", "H", "H", "H", "H", "H", "H", "H", "H", "H", "H", "H", "H", "H", "H", "H", "H", "H", "H", "H", "H", "H", "H", "H", "H", "H", "H"],
  "positions_angstrom": [[-0.04416, 0.60189, 0.24160], [-0.27415, 3.12976, -0.15627], [-0.55917, 0.91868, -2.25654], [1.79649, 0.45093, -0.29924], [-1.11759, 0.92011, 2.29833], [-5.24155, -2.95844, -0.39637], [-1.83635, -0.63170, 0.05396], [0.65464, -0.99341, 1.68389], [1.59991, -1.80708, 1.58846], [-0.27987, -1.28176, 2.73849], [5.56643, -4.66070, 0.43044], [-1.86279, 3.86426, 0.57965], [-1.21069, -0.28911, 2.99380], [-2.27585, -1.67540, 4.61547], [0.63726, -0.27256, -3.09380], [-0.20489, 2.98074, -4.26275], [-0.26521, 2.64663, -2.90442], [-4.21775, -0.83647, 0.06566], [-0.13847, 3.64990, -1.94621], [-3.06693, -0.10627, 0.19231], [3.56926, -2.68713, 0.58319], [0.05173, 4.97679, -2.35159], [-4.13560, -2.20337, -0.25085], [-2.84886, -2.74660, -0.40495], [-2.28151, 0.41635, -2.82139], [0.11625, 5.29656, -3.69641], [1.21288, 3.86557, 0.74019], [-0.01303, 4.29355, -4.65528], [5.64897, -3.55479, -0.36690], [4.65547, -2.55178, -0.30353], [-2.21897, -0.47672, 3.92283], [-0.58340, 1.97612, 3.14362], [4.48397, -4.79349, 1.32051], [3.50857, -3.83657, 1.40050], [2.68273, -0.54306, -0.23973], [4.74467, -1.39290, -1.12335], [-1.33344, -2.67087, 4.37519], [2.57161, -1.64495, 0.61277], [-1.75469, -1.93893, -0.24468], [3.80197, -0.41431, -1.09676], [-0.33629, -2.48107, 3.43423], [4.42348, -5.66856, 1.95468], [-1.64502, 4.60040, 1.35792], [-2.55091, 3.13153, 1.00759], [0.67436, -1.25788, -2.61810], [-5.17502, -0.34922, 0.19134], [-1.38347, -3.60404, 4.91924], [-5.18157, -3.92254, -0.66934], [-2.39667, 4.38185, -0.22012], [-6.15773, -2.55351, -0.33046], [-0.75607, -2.34488, -0.35918], [-2.94193, 0.31074, 4.09382], [0.47967, 1.80137, 3.31327], [-1.11871, 1.97495, 4.09024], [3.86722, 0.46636, -1.71922], [-3.05939, -1.83490, 5.34367], [1.26293, 3.62944, 1.80314], [6.32571, -5.42919, 0.38349], [0.26801, 6.32339, -4.00405], [-0.30668, 2.21333, -5.02373], [2.68983, -3.95628, 2.09397], [5.59567, -1.29698, -1.78770], [-0.74769, 2.90863, 2.61983], [-2.70939, -3.79117, -0.64785], [0.03609, 4.54510, -5.70722], [-3.11289, 0.95166, 0.41578], [0.39031, -3.25277, 3.22532], [0.15384, 5.76879, -1.61637], [-3.05986, 1.05805, -2.40328], [-2.32100, 0.52799, -3.90892], [-2.52617, -0.62355, -2.59146], [0.34015, -0.43030, -4.13446], [1.18067, 4.95574, 0.65086], [1.64818, 0.13657, -3.08577], [6.47485, -3.42832, -1.05580], [2.13755, 3.51980, 0.27480]],
  "forces_ev_per_a": [[-0.1881, -0.5685, 1.0747], [-0.0156, -0.2132, -0.1797], [-0.0132, 0.1417, -0.0238], [0.3730, -0.1681, -0.2930], [0.0189, 0.1042, -0.1862], [-0.0301, -0.0260, 0.0052], [0.0276, 0.2621, -0.1237], [-0.5963, 0.0548, -0.0541], [0.6338, 0.0061, -0.3548], [0.3723, 0.2026, -0.4252], [-0.0544, -0.0052, 0.0412], [-0.0625, 0.0383, -0.0029], [-0.2165, -0.0893, 0.1983], [-0.0106, -0.0187, 0.0126], [0.0332, -0.1116, -0.0065], [0.0158, -0.0201, 0.0274], [0.0391, -0.0224, -0.2226], [0.0444, -0.0062, 0.0039], [-0.0047, 0.2964, 0.0472], [-0.0343, -0.0418, 0.0659], [0.1353, -0.0488, -0.0495], [0.0029, -0.0296, -0.0123], [-0.0569, 0.0061, -0.0003], [0.0487, 0.0018, 0.0073], [-0.1090, -0.0351, 0.0021], [-0.0002, -0.0470, -0.0207], [0.0488, 0.0213, 0.0417], [-0.0016, 0.0595, 0.0159], [-0.0554, 0.0320, 0.0247], [0.0817, -0.0262, -0.0613], [0.0504, 0.0256, -0.0669], [-0.0500, -0.0384, 0.0033], [0.0877, -0.0792, -0.0143], [-0.0325, 0.0983, -0.0332], [-0.1421, 0.5582, -0.1324], [0.0212, 0.0931, -0.0609], [0.0099, 0.0216, -0.0189], [-0.4317, -0.1905, 0.5048], [0.0327, -0.0293, 0.0517], [0.0605, -0.2769, 0.1214], [-0.0840, -0.0679, 0.0815], [-0.0003, 0.0047, -0.0023], [-0.0040, 0.0203, -0.0291], [0.0256, -0.0155, 0.0047], [-0.0140, 0.0047, -0.0028], [-0.0078, -0.0155, -0.0061], [-0.0065, 0.0035, 0.0030], [0.0270, 0.0018, -0.0020], [-0.0290, 0.0035, 0.0310], [0.0090, 0.0184, 0.0013], [0.0056, 0.0069, -0.0141], [-0.0061, -0.0120, 0.0121], [0.0034, 0.0069, 0.0113], [0.0024, 0.0086, 0.0003], [-0.0231, 0.0204, 0.0010], [0.0065, -0.0017, 0.0004], [0.0287, 0.0123, 0.0276], [-0.0038, -0.0013, 0.0062], [-0.0022, -0.0059, -0.0080], [0.0094, -0.0089, 0.0186], [-0.0080, 0.0150, -0.0049], [-0.0034, -0.0174, 0.0087], [0.0101, 0.0258, 0.0068], [-0.0144, 0.0026, -0.0032], [0.0007, -0.0047, 0.0030], [0.0209, 0.0163, -0.0173], [0.0119, 0.0180, -0.0203], [-0.0055, -0.0119, 0.0039], [0.0024, -0.0010, -0.0077], [0.0060, 0.0168, 0.0106], [-0.0054, 0.0155, -0.0142], [0.0073, 0.0168, 0.0061], [0.0141, -0.0090, -0.0078], [-0.0021, -0.0094, 0.0032], [-0.0053, 0.0023, -0.0020], [0.0018, 0.0093, -0.0058]],
  "max_force_ev_per_a": 1.23,
  "orbital_gap_ev": [6.80, 6.80],
  "total_charge": 1,
  "lumo_ev": [-3.68, -3.70],
  "e_tot_ha": -2256.92420,
  "multiplicity": 3
}